36
Properties=species:S:1:pos:R:3 method="wB97M-V/def2-TZVPD" total_energy_ev=-23255.239 max_force_ha_per_bohr=0.028 e_above_lowest_kcal_mol=0.0 smiles="O=C(NC1CCCCCC1)c1nc2ncccn2n1" multiplicity=1
O 0.916 1.492 0.990
C 0.684 0.949 -0.067
N -0.061 -0.167 -0.224
C -0.728 -0.859 0.873
C -1.787 0.069 1.483
C -2.792 -0.635 2.390
C -2.172 -1.432 3.537
C -1.519 -2.733 3.067
C -0.052 -2.600 2.646
C 0.307 -1.306 1.913
C 1.206 1.444 -1.373
N 2.021 2.496 -1.496
C 2.238 2.598 -2.790
N 2.970 3.458 -3.474
C 3.005 3.323 -4.772
C 2.312 2.318 -5.477
C 1.554 1.425 -4.770
N 1.520 1.566 -3.438
N 0.879 0.854 -2.528
H -0.200 -0.491 -1.168
H -1.212 -1.735 0.432
H -2.335 0.550 0.668
H -1.270 0.853 2.038
H -3.452 0.129 2.808
H -3.412 -1.308 1.791
H -2.972 -1.681 4.239
H -1.448 -0.818 4.071
H -2.105 -3.133 2.237
H -1.568 -3.472 3.870
H 0.582 -2.660 3.534
H 0.198 -3.456 2.014
H 1.264 -1.456 1.408
H 0.454 -0.495 2.625
H 3.613 4.043 -5.301
H 2.377 2.254 -6.549
H 0.983 0.618 -5.205



32
Properties=species:S:1:pos:R:3 method="wB97M-V/def2-TZVPD" total_energy_ev=-17290.529 max_force_ha_per_bohr=0.105 e_above_lowest_kcal_mol=104.7 smiles=COc1cccc2c1C[C@@H]1CCN[C@@H]1C2 multiplicity=1
C -3.550 -2.013 0.328
O -2.279 -1.679 -0.120
C -1.925 -0.349 -0.132
C -2.939 0.621 -0.061
C -2.636 1.919 0.260
C -1.159 2.370 0.357
C -0.267 1.387 -0.191
C -0.628 0.011 -0.068
C 0.346 -1.107 -0.140
C 1.697 -0.657 -0.821
C 2.875 -1.537 -0.418
C 3.524 -0.799 0.857
N 2.851 0.435 1.015
C 2.189 0.748 -0.295
C 1.160 1.763 -0.620
H -3.467 -3.168 0.571
H -3.821 -1.666 1.277
H -4.422 -2.032 -0.465
H -3.870 0.142 -0.090
H -3.374 2.676 0.458
H -0.882 3.498 0.284
H 0.453 -1.278 1.003
H 0.106 -2.023 -0.748
H 1.590 -0.522 -1.998
H 2.779 -2.656 -0.349
H 3.777 -1.553 -1.231
H 4.589 -0.636 0.775
H 3.459 -1.408 1.811
H 3.642 1.131 1.073
H 3.047 0.862 -1.066
H 1.514 2.772 -0.093
H 1.027 2.116 -1.709



35
Properties=species:S:1:pos:R:3 method="wB97M-V/def2-TZVPD" total_energy_ev=-41007.969 max_force_ha_per_bohr=0.100 e_above_lowest_kcal_mol=108.5 smiles="CC#CCNc1ccc(S(=O)(=O)CCCS)cc1" multiplicity=1
C 4.070 -5.836 2.155
C 3.651 -4.404 2.301
C 3.330 -3.188 2.461
C 3.240 -1.681 2.696
N 3.097 -1.189 1.281
C 2.430 -0.048 0.859
C 2.374 0.309 -0.465
C 1.641 1.330 -1.038
C 1.002 2.181 -0.185
S -0.059 3.415 -0.866
O 0.061 4.694 -0.214
O 0.100 3.638 -2.307
C -1.767 2.860 -0.570
C -2.932 3.932 -0.567
C -4.389 3.525 -0.891
S -4.985 2.507 0.563
C 1.125 1.945 1.184
C 1.778 0.862 1.695
H 4.227 -6.095 3.171
H 3.221 -6.453 1.735
H 5.032 -5.962 1.583
H 4.124 -1.133 3.182
H 2.375 -1.492 3.362
H 2.971 -1.860 0.516
H 2.911 -0.292 -1.294
H 1.372 1.472 -2.085
H -1.736 2.270 0.372
H -1.958 2.200 -1.365
H -2.745 4.740 -1.227
H -2.928 4.414 0.445
H -4.485 2.817 -1.718
H -5.021 4.437 -1.037
H -5.128 1.242 0.120
H 0.757 2.661 1.872
H 1.769 0.701 2.800



35
Properties=species:S:1:pos:R:3 method="wB97M-V/def2-TZVPD" total_energy_ev=-23423.080 max_force_ha_per_bohr=0.330 e_above_lowest_kcal_mol=349.6 multiplicity=1
C -5.382 -1.187 0.278
H -6.261 -0.735 0.280
H -5.097 -1.742 1.034
H -5.345 -1.823 -0.747
O -4.492 -0.300 -0.008
C -3.246 -0.504 0.078
C -2.747 -1.818 0.120
C -1.310 -1.861 -0.288
C -0.486 -0.768 -0.306
C -0.917 0.451 -0.148
C -2.378 0.894 -0.003
O -3.020 2.009 -0.048
C -2.077 2.876 -0.112
H -2.759 3.993 0.109
H -1.403 3.073 0.708
H -1.617 3.083 -0.816
H -0.239 1.166 -0.127
N 0.908 -1.088 -0.249
C 2.078 -0.037 -0.422
O 1.830 1.105 -0.169
C 3.297 -0.849 -0.529
C 3.747 -0.993 1.143
H 3.074 -1.270 1.736
C 4.405 0.329 1.489
H 5.302 0.381 1.766
C 4.984 0.834 -0.072
H 4.574 1.657 -0.216
H 6.022 0.927 -0.237
O 4.234 -0.065 -0.935
H 3.740 0.891 1.813
H 4.649 -1.747 0.916
H 3.237 -1.783 -1.164
H 1.214 -1.974 -0.376
H -0.918 -3.014 -0.244
H -3.332 -2.623 -0.010



37
Properties=species:S:1:pos:R:3 method="wB97M-V/def2-TZVPD" total_energy_ev=-36319.915 max_force_ha_per_bohr=0.017 e_above_lowest_kcal_mol=0.0 smiles="Cc1ccc(C(=O)O)cc1S(=O)(=O)NC[C@@H]1CCCO1" multiplicity=1
C -2.327 1.223 0.430
C -1.933 -0.114 -0.095
C -2.365 -1.287 0.523
C -1.977 -2.526 0.054
C -1.144 -2.628 -1.058
C -0.747 -3.974 -1.533
O -1.107 -5.007 -1.027
O 0.070 -3.941 -2.592
C -0.712 -1.466 -1.692
C -1.104 -0.237 -1.207
S -0.461 1.211 -2.052
O 0.321 0.762 -3.166
O -1.506 2.166 -2.283
N 0.525 1.845 -0.861
C 1.914 1.443 -0.851
C 2.419 1.205 0.582
C 1.600 0.135 1.327
C 1.356 0.764 2.698
C 1.364 2.251 2.354
O 2.346 2.399 1.349
H -3.146 1.136 1.140
H -1.477 1.686 0.930
H -2.614 1.876 -0.391
H -3.012 -1.219 1.385
H -2.310 -3.434 0.535
H 0.292 -4.844 -2.868
H -0.075 -1.505 -2.561
H 0.380 2.833 -0.724
H 1.984 0.516 -1.422
H 2.551 2.194 -1.331
H 3.480 0.932 0.520
H 2.133 -0.812 1.387
H 0.657 -0.026 0.806
H 0.421 0.444 3.152
H 2.179 0.536 3.375
H 1.648 2.895 3.188
H 0.381 2.568 1.977



44
Properties=species:S:1:pos:R:3 method="wB97M-V/def2-TZVPD" total_energy_ev=-37351.082 max_force_ha_per_bohr=0.018 multiplicity=1
N 2.732 3.938 2.281
C 3.205 2.939 1.682
C 3.277 1.530 2.202
C 3.355 0.422 1.157
C 3.366 -0.955 1.890
N 2.446 -1.775 1.091
C 1.730 -1.100 0.264
C 2.215 0.289 0.103
C 1.074 1.288 -0.185
C 0.184 1.686 1.005
O -0.119 3.054 0.829
C -1.057 0.802 1.094
N -0.580 -0.557 1.405
H 2.350 3.679 3.195
H 3.636 3.120 0.694
H 2.442 1.361 2.886
H 4.192 1.461 2.805
H 4.285 0.516 0.597
H 4.341 -1.427 1.993
H 2.952 -0.865 2.900
H 2.337 -2.769 1.231
H 0.977 -1.547 -0.371
H 2.723 0.205 -0.872
H 0.533 0.671 -0.902
H 1.418 2.192 -0.683
H 0.717 1.530 1.951
H -0.433 3.431 1.659
H -1.590 0.813 0.143
H -1.739 1.189 1.856
H -1.054 -1.256 0.833
H -0.813 -0.795 2.363
B -3.796 -1.781 -2.870
O -4.088 -2.394 -4.152
C -5.365 -2.171 -4.474
O -5.922 -2.537 -5.460
C -5.986 -1.338 -3.315
O -7.108 -0.948 -3.245
O -5.020 -1.146 -2.414
O -3.291 -2.779 -1.874
C -2.105 -2.447 -1.460
O -1.419 -3.005 -0.638
C -1.695 -1.145 -2.195
O -0.637 -0.586 -2.026
O -2.671 -0.793 -2.972



> What is the multiplicity in the fifth record?

1



> Look up the multiplicity of the second one.

1